Record 1
Molecular formula: C5H21O10
Method: DFT, the ωB97M-V functional and the def2-TZVPD basis

Results
Relative energy (zero: lowest compared OMol25 entry of this formula, charge and spin), eV: 0.0000
Multiplicity: 1
Net charge: -1
Highest occupied orbital energy, eV: -5.9124
HOMO-LUMO gap, Eh: 0.31189

Cartesian coordinates (Å):
O: -0.73 0.71 2.59
C: -0.90 -0.07 1.63
O: -1.25 0.21 0.45
C: -0.53 -1.57 1.87
C: 0.95 -1.76 1.57
C: 1.21 -1.91 0.05
C: 2.63 -1.98 -0.34
O: 3.30 -1.01 -0.57
H: -1.07 -2.11 1.09
H: -0.74 -1.82 2.90
H: 1.33 -2.67 2.03
H: 1.56 -0.93 1.93
H: 0.53 -1.25 -0.49
H: 0.60 -2.79 -0.21
H: 3.09 -2.99 -0.32
H: 1.16 2.15 0.07
H: 0.42 3.27 0.74
O: 1.25 3.09 0.29
H: -0.27 -2.03 -3.35
H: -1.36 -2.67 -2.45
O: -0.67 -2.00 -2.48
H: -2.94 0.83 -1.76
H: -3.32 -0.07 -0.56
O: -3.68 0.34 -1.36
H: 1.86 2.41 2.96
H: 1.13 1.12 3.10
O: 1.56 1.81 3.65
H: 1.45 1.50 -2.67
H: 2.24 0.38 -1.97
O: 2.33 1.09 -2.62
H: -2.14 1.96 0.68
H: -3.41 2.21 -0.30
O: -2.57 2.54 0.03
H: -1.07 0.66 -1.64
H: -1.06 2.12 -2.14
O: -0.87 1.21 -2.42

Record 2
Molecular formula: C46H42BaBrF4N5O2P
Method: DFT, the ωB97M-V functional and the def2-TZVPD basis

Results
Relative energy (zero: lowest compared OMol25 entry of this formula, charge and spin), eV: 0.0000
Multiplicity: 1
Net charge: +1
Highest occupied orbital energy, eV: -8.3657
HOMO-LUMO gap, Eh: 0.24072

Cartesian coordinates (Å):
Ba: 0.57 0.78 -0.43
F: 7.47 0.78 4.13
C: 6.18 0.75 3.84
C: 5.24 0.77 4.86
F: 5.63 0.82 6.12
C: 3.90 0.74 4.53
F: 3.02 0.76 5.53
C: 3.45 0.68 3.22
P: 1.69 0.61 2.79
C: 0.85 2.09 3.42
C: 0.55 3.09 2.49
C: -0.20 4.20 2.83
C: -0.64 4.34 4.14
C: -0.34 3.36 5.09
C: 0.39 2.25 4.73
C: 1.04 -0.80 3.74
C: 1.84 -1.90 4.00
C: 1.31 -3.05 4.57
C: -0.04 -3.11 4.87
C: -0.85 -2.02 4.60
C: -0.32 -0.87 4.04
C: 4.42 0.67 2.20
Br: 4.00 0.62 0.35
C: 5.77 0.70 2.52
F: 6.70 0.68 1.57
H: 0.89 3.03 1.46
H: -0.43 4.93 2.07
H: -1.23 5.20 4.42
H: -0.69 3.48 6.10
H: 0.61 1.48 5.47
H: 2.90 -1.88 3.76
H: 1.95 -3.89 4.77
H: -0.46 -4.00 5.32
H: -1.91 -2.05 4.84
H: -0.97 -0.03 3.83
C: -3.06 2.56 -1.18
C: -1.90 3.50 -1.08
C: -1.87 4.88 -0.98
C: -0.51 5.26 -0.94
C: 0.22 4.08 -1.02
C: 1.71 3.94 -1.16
N: -0.62 3.01 -1.11
H: -3.69 2.76 -2.05
H: -3.72 2.61 -0.30
H: -2.71 1.53 -1.27
H: -2.73 5.54 -0.94
H: -0.10 6.26 -0.88
H: 2.20 4.87 -0.87
H: 2.01 3.74 -2.20
H: 2.20 3.18 -0.54
C: 1.23 -1.69 -6.99
N: 1.51 -1.76 -5.57
N: 1.34 -0.68 -4.74
C: 1.53 -1.06 -3.43
O: 1.41 -0.21 -2.51
C: 1.81 -2.45 -3.48
C: 1.78 -2.83 -4.80
C: 1.98 -4.18 -5.39
C: 1.20 0.68 -5.18
C: 2.15 1.24 -6.02
C: 2.04 2.58 -6.36
C: 1.02 3.35 -5.84
C: 0.08 2.78 -4.98
C: 0.16 1.44 -4.67
H: 0.39 -1.02 -7.16
H: 0.96 -2.68 -7.33
H: 2.09 -1.33 -7.55
H: 2.03 -3.08 -2.64
H: 2.30 -4.87 -4.62
H: 2.74 -4.17 -6.17
H: 1.06 -4.56 -5.83
H: 2.98 0.65 -6.38
H: 2.77 3.02 -7.02
H: 0.95 4.40 -6.09
H: -0.70 3.39 -4.54
H: -0.56 0.99 -4.00
C: -5.37 -2.76 0.93
N: -4.25 -1.93 1.36
N: -3.04 -2.02 0.70
C: -2.31 -0.87 0.96
O: -1.13 -0.74 0.58
C: -3.17 -0.02 1.70
C: -4.34 -0.69 1.90
C: -5.61 -0.24 2.53
C: -2.45 -3.28 0.41
C: -2.47 -4.30 1.35
C: -1.86 -5.51 1.05
C: -1.22 -5.68 -0.17
C: -1.19 -4.65 -1.10
C: -1.82 -3.44 -0.82
H: -4.99 -3.54 0.28
H: -6.11 -2.17 0.38
H: -5.85 -3.23 1.79
H: -2.93 0.97 2.04
H: -5.43 0.65 3.13
H: -6.03 -1.01 3.17
H: -6.35 0.01 1.77
H: -2.95 -4.14 2.31
H: -1.87 -6.31 1.77
H: -0.74 -6.63 -0.40
H: -0.70 -4.79 -2.05
H: -1.83 -2.63 -1.53

Record 3
Molecular formula: C3H4S2
Method: DFT, the ωB97M-V functional and the def2-TZVPD basis

Results
Relative energy (zero: lowest compared OMol25 entry of this formula, charge and spin), eV: 3.5911
Multiplicity: 1
Net charge: 0
Highest occupied orbital energy (alpha / beta), eV: -8.7853 / -8.7866
HOMO-LUMO gap (alpha / beta), Eh: 0.28671 / 0.28675

Cartesian coordinates (Å):
C: 1.81 -0.91 -0.46
C: 0.79 -0.22 -0.47
C: -0.12 0.73 -0.08
S: -1.07 -0.74 1.54
S: -1.41 1.16 -1.20
H: 2.64 -1.49 -0.52
H: 0.36 1.57 0.35
H: -0.87 -2.02 1.16
H: -2.12 1.92 -0.31

Record 4
Molecular formula: H80O40
Method: DFT, the ωB97M-V functional and the def2-TZVPD basis

Results
Relative energy (zero: lowest compared OMol25 entry of this formula, charge and spin), eV: 8.6118
Multiplicity: 1
Net charge: 0
Highest occupied orbital energy, eV: -10.6454
HOMO-LUMO gap, Eh: 0.36786

Cartesian coordinates (Å):
H: -2.63 4.62 -1.68
H: -3.08 3.24 -2.21
O: -3.41 4.10 -1.90
H: 1.48 -1.01 3.66
H: 0.53 -0.79 2.49
O: 1.52 -0.79 2.70
H: 0.95 3.81 3.41
H: 0.36 2.35 3.55
O: 0.28 3.27 3.86
H: 3.02 5.39 -1.65
H: 2.75 4.95 -3.25
O: 2.66 5.53 -2.50
H: -3.30 -2.53 1.98
H: -4.29 -3.88 1.90
O: -3.44 -3.47 2.10
H: -0.85 -1.97 -0.80
O: -1.51 -2.42 -1.40
H: 0.73 -1.67 0.89
O: 0.72 -2.17 0.04
H: -0.05 3.62 -3.01
H: 0.25 2.18 -2.41
O: 0.16 2.70 -3.20
H: -0.22 -3.36 4.86
H: -1.24 -3.27 3.85
O: -0.54 -2.73 4.21
H: 2.72 -1.69 -1.33
H: 3.27 -1.18 -2.73
O: 2.50 -1.48 -2.25
H: 3.32 2.88 -2.28
H: 3.32 1.43 -2.03
O: 3.92 2.17 -1.89
H: -1.93 1.24 -4.27
O: -1.78 0.67 -3.50
H: -2.55 5.83 1.66
H: -3.60 5.07 0.95
O: -3.50 5.71 1.66
H: -0.98 -5.54 0.06
H: 0.48 -5.54 0.44
O: -0.35 -6.02 0.61
H: -2.89 -3.87 0.44
H: -2.92 -5.55 0.45
O: -2.47 -4.72 0.33
H: -0.58 -1.83 -2.99
H: -1.25 -2.26 -4.35
O: -0.48 -1.87 -3.96
H: -0.92 -3.66 -4.53
H: -1.32 -5.04 -4.07
O: -1.04 -4.56 -4.85
H: 3.94 -2.33 1.25
H: 2.57 -1.82 1.68
O: 3.10 -2.73 1.52
H: 1.53 2.66 1.16
O: 2.11 3.17 1.75
H: -0.19 0.96 1.95
H: 1.12 0.65 0.96
O: 0.36 1.21 1.21
H: -0.71 -5.52 4.17
O: -1.58 -5.28 3.83
H: -5.23 -0.48 0.27
H: -4.66 -1.90 -0.07
O: -5.48 -1.38 0.02
H: -1.32 -2.55 1.59
H: -1.60 -1.08 2.39
O: -1.20 -1.60 1.67
H: 2.05 0.83 5.90
H: 0.62 0.49 6.44
O: 1.31 0.22 5.79
H: 3.59 -0.06 -4.92
H: 4.73 0.36 -4.14
O: 3.89 0.73 -4.45
H: -2.48 2.90 2.24
H: -1.19 3.45 2.48
O: -1.71 3.16 1.71
H: -0.15 4.30 0.33
H: -0.64 3.00 -0.41
O: -0.22 3.86 -0.53
H: -1.64 -0.38 -0.82
H: -0.76 0.64 -0.08
O: -1.30 0.52 -0.92
H: -6.53 1.55 -0.03
H: -5.31 1.56 -1.06
O: -5.68 1.16 -0.25
H: 3.88 0.82 1.49
H: 4.22 -0.70 1.36
O: 3.51 -0.07 1.49
H: -0.98 0.42 3.85
H: -2.54 0.64 4.01
O: -1.85 0.13 3.59
H: -3.06 0.82 -1.20
O: -3.63 1.32 -1.79
H: 5.08 -2.78 0.02
H: 4.69 -1.56 -0.93
O: 4.99 -1.82 -0.05
H: 2.90 2.67 1.98
H: -1.68 -3.31 -1.10
H: -1.36 -5.16 2.87
H: 1.00 -3.04 0.33
H: -0.81 0.65 -3.52
H: -3.35 1.28 -2.73
O: 2.11 -5.41 1.16
H: 2.18 -4.88 1.98
H: 2.48 -4.75 0.55
O: 4.07 4.91 0.32
H: 3.91 4.19 -0.30
H: 3.61 5.64 -0.08
O: 2.76 3.19 -4.34
H: 1.86 3.00 -4.62
H: 3.01 2.26 -4.26
O: 1.82 -1.21 -5.33
H: 1.53 -1.56 -4.47
H: 1.08 -1.03 -5.92
O: 4.81 2.00 1.06
H: 4.52 2.92 1.08
H: 4.62 1.85 0.12
O: -2.20 3.25 4.82
H: -1.39 3.56 5.24
H: -2.42 3.94 4.18
O: -3.62 -3.10 -2.81
H: -4.48 -3.40 -2.48
H: -3.48 -2.39 -2.17

Record 5
Molecular formula: C42H55N7O10
Method: DFT, the ωB97M-V functional and the def2-TZVPD basis

Results
SMILES string: O=[N+]([O-])c1ccccc1.O=[N+]([O-])c1ccccc1.O=[N+]([O-])c1ccccc1.O=[N+]([O-])c1ccccc1.O=[N+]([O-])c1ccccc1.CCN(CC)CC.CCN(CC)CC
Multiplicity: 1
Net charge: 0
Highest occupied orbital energy, eV: -8.3383
HOMO-LUMO gap, Eh: 0.26837

Cartesian coordinates (Å):
O: 3.21 -2.13 -4.06
N: 2.78 -1.14 -4.73
O: 1.64 -0.70 -4.56
C: 3.70 -0.55 -5.75
C: 3.18 0.29 -6.72
C: 4.02 1.01 -7.53
C: 5.40 0.96 -7.35
C: 5.91 0.02 -6.45
C: 5.09 -0.75 -5.62
H: 2.12 0.36 -6.89
H: 3.58 1.74 -8.20
H: 6.13 1.53 -7.92
H: 6.98 -0.04 -6.39
H: 5.53 -1.49 -4.97
O: 0.50 -1.05 3.40
N: 0.94 -1.79 2.49
O: 1.74 -2.68 2.69
C: 0.51 -1.60 1.07
C: 0.98 -2.36 0.03
C: 0.53 -2.09 -1.31
C: -0.46 -1.16 -1.50
C: -0.98 -0.46 -0.41
C: -0.48 -0.65 0.87
H: 1.79 -3.03 0.28
H: 0.90 -2.55 -2.22
H: -0.74 -0.95 -2.53
H: -1.74 0.28 -0.58
H: -0.97 -0.17 1.71
O: 0.52 2.18 -5.66
N: -0.34 1.38 -5.95
O: -0.45 0.98 -7.10
C: -1.36 0.96 -4.96
C: -1.50 1.65 -3.71
C: -2.61 1.42 -2.86
C: -3.49 0.36 -3.24
C: -3.26 -0.41 -4.34
C: -2.27 -0.05 -5.26
H: -0.84 2.49 -3.58
H: -2.82 1.99 -1.97
H: -4.29 0.10 -2.56
H: -3.86 -1.26 -4.61
H: -2.24 -0.52 -6.23
O: -1.14 -3.03 10.25
N: -0.74 -3.75 9.30
O: -0.90 -4.96 9.24
C: 0.07 -3.17 8.22
C: 0.22 -1.76 8.13
C: 1.05 -1.23 7.13
C: 1.69 -2.06 6.24
C: 1.48 -3.44 6.28
C: 0.74 -4.01 7.30
H: -0.30 -1.04 8.75
H: 1.17 -0.16 7.12
H: 2.26 -1.60 5.44
H: 2.05 -4.00 5.55
H: 0.62 -5.08 7.42
O: -1.73 -3.30 -3.32
N: -1.25 -3.37 -4.50
O: -1.85 -2.89 -5.50
C: 0.02 -4.11 -4.80
C: 0.52 -4.91 -3.81
C: 1.78 -5.55 -4.08
C: 2.40 -5.49 -5.32
C: 1.83 -4.63 -6.28
C: 0.65 -3.97 -6.00
H: 0.12 -4.99 -2.81
H: 2.21 -6.16 -3.30
H: 3.24 -6.12 -5.58
H: 2.41 -4.49 -7.18
H: 0.25 -3.29 -6.74
C: -5.04 0.34 0.63
C: -4.03 1.25 1.35
N: -3.88 2.49 0.64
C: -5.02 3.44 0.76
C: -4.86 4.68 -0.20
C: -2.61 3.14 0.93
C: -2.65 3.86 2.27
H: -4.81 0.17 -0.43
H: -6.05 0.69 0.82
H: -4.99 -0.65 1.07
H: -4.25 1.51 2.39
H: -3.10 0.70 1.44
H: -5.80 2.84 0.29
H: -5.41 3.68 1.75
H: -4.16 5.43 0.19
H: -4.77 4.41 -1.25
H: -5.79 5.24 -0.17
H: -2.44 3.91 0.18
H: -1.73 2.50 0.99
H: -2.55 3.17 3.11
H: -3.55 4.45 2.45
H: -1.85 4.58 2.39
C: 3.85 1.43 5.20
C: 2.68 1.17 4.21
N: 2.10 2.43 3.70
C: 1.37 3.15 4.73
C: 0.05 2.42 5.23
C: 1.31 2.18 2.46
C: 1.04 3.51 1.62
H: 4.15 0.40 5.37
H: 3.64 2.10 6.04
H: 4.76 1.76 4.69
H: 3.01 0.50 3.41
H: 2.01 0.53 4.78
H: 2.04 3.37 5.56
H: 1.10 4.18 4.48
H: 0.26 1.55 5.86
H: -0.54 3.07 5.88
H: -0.59 2.06 4.43
H: 0.39 1.62 2.65
H: 2.00 1.53 1.92
H: 0.59 4.30 2.22
H: 0.38 3.38 0.76
H: 1.94 3.98 1.23

Record 6
Molecular formula: H2N2O3S
Method: DFT, the ωB97M-V functional and the def2-TZVPD basis

Results
Relative energy (zero: lowest compared OMol25 entry of this formula, charge and spin), eV: 3.7528
Multiplicity: 1
Net charge: 0
Highest occupied orbital energy (alpha / beta), eV: -10.3527 / -10.5381
HOMO-LUMO gap (alpha / beta), Eh: 0.33320 / 0.34261

Cartesian coordinates (Å):
N: -0.19 -0.17 0.64
N: 0.18 1.64 1.88
O: 0.53 -2.10 -1.95
O: -0.06 0.24 -2.33
O: 0.52 0.47 1.54
S: -0.51 -1.03 -1.89
H: 0.35 -0.98 0.55
H: -0.84 1.94 1.56

Record 7
Molecular formula: C11H16N4O4Ru
Method: DFT, the ωB97M-V functional and the def2-TZVPD basis

Results
Multiplicity: 5
Net charge: +2
Highest occupied orbital energy (alpha / beta), eV: -16.3930 / -17.1976
HOMO-LUMO gap (alpha / beta), Eh: 0.32710 / 0.28696

Cartesian coordinates (Å):
Ru: 5.97 5.30 13.19
N: 4.37 6.78 13.71
C: 4.27 7.10 15.15
C: 5.60 6.78 15.81
N: 6.13 5.46 15.36
C: 5.57 4.24 16.00
C: 4.23 3.82 15.39
N: 4.31 3.98 13.88
H: 4.77 7.61 13.25
H: 3.45 6.75 13.24
H: 3.40 6.61 15.62
H: 4.04 8.16 15.33
H: 5.58 6.89 16.91
H: 6.34 7.54 15.46
H: 7.12 5.49 15.65
H: 5.45 4.32 17.10
H: 6.31 3.42 15.89
H: 3.40 4.38 15.81
H: 4.09 2.76 15.65
H: 3.40 4.16 13.40
H: 4.60 3.08 13.49
O: 6.38 5.20 5.49
C: 7.47 5.11 5.94
O: 8.64 4.98 6.14
C: 6.81 5.60 8.55
C: 5.50 5.61 8.96
C: 5.22 5.50 10.29
N: 6.23 5.50 11.18
C: 7.52 5.52 10.81
C: 7.85 5.57 9.43
C: 8.49 5.59 11.91
O: 9.68 5.48 11.84
O: 7.86 5.73 13.17
H: 4.65 5.60 8.27
H: 4.18 5.44 10.64
H: 8.91 5.66 9.16

Record 8
Molecular formula: C2H4I3P
Method: DFT, the ωB97M-V functional and the def2-TZVPD basis

Results
SMILES string: C=CI.IPI
Relative energy (zero: lowest compared OMol25 entry of this formula, charge and spin), eV: 0.0000
Multiplicity: 1
Net charge: 0
Highest occupied orbital energy, eV: -8.8610
HOMO-LUMO gap, Eh: 0.31341

Cartesian coordinates (Å):
C: -1.07 2.27 0.30
C: -0.06 2.05 -0.48
I: 1.59 0.91 -0.01
H: -1.27 2.13 1.41
H: -1.88 2.90 -0.16
H: -0.14 2.25 -1.47
I: 1.95 -4.81 0.24
P: 1.24 -2.49 0.13
I: -0.77 -2.61 -1.16
H: 0.42 -2.60 1.21